Entry 1:
{"formula": "C35H55Cl14NO3", "method": "ωB97M-V with the def2-TZVPD basis set", "symbols": ["C", "C", "C", "C", "C", "C", "N", "C", "C", "C", "C", "C", "O", "C", "O", "C", "C", "C", "O", "C", "C", "C", "C", "C", "C", "H", "H", "H", "H", "H", "H", "H", "H", "H", "H", "H", "H", "H", "H", "H", "H", "H", "H", "H", "H", "H", "H", "H", "H", "H", "H", "H", "Cl", "C", "C", "Cl", "H", "H", "H", "H", "Cl", "C", "C", "Cl", "H", "H", "H", "H", "Cl", "C", "C", "Cl", "H", "H", "H", "H", "Cl", "C", "C", "Cl", "H", "H", "H", "H", "Cl", "C", "C", "Cl", "H", "H", "H", "H", "Cl", "C", "C", "Cl", "H", "H", "H", "H", "Cl", "C", "C", "Cl", "H", "H", "H", "H"], "xyz": [[-0.517, -0.446, 3.671], [-0.199, 0.427, 2.732], [0.218, 1.077, 1.313], [-0.919, 2.018, 0.660], [-2.393, 1.365, 0.598], [-2.867, 0.963, -0.924], [-1.862, -0.090, -1.270], [-2.372, -1.128, -2.219], [-2.630, -0.582, -3.731], [-2.694, -1.826, -4.814], [-3.130, -3.234, -4.137], [-2.832, 2.265, -1.920], [-3.886, 3.100, -1.305], [-4.992, 2.224, -0.966], [-6.165, 2.627, -0.644], [-4.444, 0.676, -1.056], [-5.160, -0.429, -0.125], [-5.303, -0.029, 1.431], [-5.692, 1.091, 1.895], [-4.954, -1.191, 2.520], [-5.132, -2.737, 2.207], [-4.766, -3.930, 3.215], [-4.185, -3.548, 4.627], [-4.035, -2.011, 4.998], [-4.409, -0.838, 3.978], [-0.652, -1.270, 4.475], [1.122, 1.777, 1.551], [0.647, 0.292, 0.566], [-0.512, 2.343, -0.384], [-0.939, 2.996, 1.297], [-2.480, 0.386, 1.219], [-3.122, 2.118, 1.083], [-1.396, -0.492, -0.443], [-3.283, -1.734, -1.818], [-1.518, -1.918, -2.322], [-3.620, -0.015, -3.863], [-1.745, 0.079, -4.100], [-1.656, -1.990, -5.299], [-3.497, -1.612, -5.634], [-3.342, -4.076, -4.896], [-2.267, -3.635, -3.460], [-4.048, -3.145, -3.430], [-1.871, 2.892, -1.956], [-3.146, 2.067, -3.012], [-4.851, 0.389, -2.113], [-6.250, -0.541, -0.532], [-4.700, -1.479, -0.170], [-5.558, -3.022, 1.176], [-4.914, -5.020, 2.847], [-3.899, -4.414, 5.329], [-3.610, -1.791, 6.055], [-4.277, 0.256, 4.310], [3.707, -0.160, 2.085], [5.121, 0.909, 2.262], [4.943, 2.221, 1.522], [4.949, 2.001, -0.248], [6.002, 0.366, 1.913], [5.241, 1.100, 3.331], [5.769, 2.895, 1.759], [4.010, 2.715, 1.798], [-2.404, -6.436, -0.759], [-4.091, -6.228, -1.287], [-4.658, -4.886, -0.867], [-4.875, -4.758, 0.896], [-4.677, -7.058, -0.886], [-4.096, -6.304, -2.377], [-5.643, -4.743, -1.317], [-4.014, -4.063, -1.186], [-1.257, -5.266, -6.611], [-0.770, -6.625, -5.570], [-0.843, -6.262, -4.101], [0.395, -5.064, -3.647], [0.237, -6.935, -5.858], [-1.453, -7.450, -5.784], [-0.664, -7.148, -3.489], [-1.821, -5.856, -3.835], [-4.870, 4.999, 6.291], [-4.158, 4.817, 4.668], [-4.478, 3.470, 4.049], [-3.657, 2.131, 4.891], [-3.081, 4.976, 4.751], [-4.573, 5.616, 4.049], [-4.136, 3.447, 3.012], [-5.551, 3.268, 4.058], [7.935, 5.177, 2.417], [8.655, 5.011, 0.796], [8.326, 3.677, 0.157], [9.128, 2.317, 0.984], [9.734, 5.159, 0.887], [8.251, 5.823, 0.186], [8.673, 3.665, -0.878], [7.250, 3.485, 0.157], [7.970, 6.280, -2.144], [6.282, 6.506, -2.664], [5.723, 7.847, -2.229], [5.512, 7.944, -0.463], [5.691, 5.677, -2.269], [6.275, 6.438, -3.755], [4.737, 8.000, -2.674], [6.369, 8.671, -2.539], [8.054, -1.636, 2.477], [9.627, -1.380, 1.682], [10.364, -2.682, 1.435], [10.913, -3.442, 2.950], [10.213, -0.697, 2.301], [9.422, -0.884, 0.730], [11.257, -2.495, 0.835], [9.740, -3.403, 0.902]], "mulliken_charge": [-0.2470, -0.4463, -0.0261, -0.5395, -0.1132, 0.5967, -0.0665, 0.1757, -0.2757, -0.6584, -0.4952, -0.2651, -0.3843, 0.1183, -0.5976, -0.1113, -0.0109, 0.3804, -0.5378, 0.3015, -0.3494, -0.4256, -0.4556, -0.5394, 0.3001, 0.3374, 0.0355, 0.3262, 0.1959, 0.3344, 0.4829, -0.5701, 0.3470, -0.6050, 0.4972, 0.1127, 0.1826, 0.2640, 0.2766, 0.3874, -0.0205, 0.1537, 0.2371, 0.2849, 0.2770, 0.4642, -0.5087, 0.5752, 0.3276, 0.3005, 0.3354, -0.3161, -0.1787, -0.3416, -0.1081, -0.2274, 0.1321, 0.3621, 0.0173, 0.3569, -0.2021, -0.6207, 0.1049, -0.2849, 0.4205, 0.3442, 0.4679, -0.2740, -0.1689, -0.4931, 0.0799, -0.1755, 0.3565, 0.2988, 0.3811, -0.2486, -0.1972, -0.5426, -0.0959, -0.2189, 0.3318, 0.3663, 0.0000, 0.3373, -0.2080, -0.1086, -0.1901, -0.1724, 0.3614, -0.0553, 0.3564, -0.0122, -0.1950, -0.4065, -0.4309, -0.1738, 0.2629, 0.3480, 0.3041, 0.3019, -0.1794, -0.3798, -0.4542, -0.1888, 0.3003, 0.2572, 0.3142, 0.3261], "de_lowest_kj_mol": 1033.1, "e_lumo_ev": -0.125, "e_tot_ha": -8089.31334, "orbital_gap_ev": 8.26}



Entry 2:
{"formula": "C35H55ClF2IN2O19PSi2", "method": "ωB97M-V with the def2-TZVPD basis set", "symbols": ["N", "P", "Si", "C", "C", "F", "C", "O", "N", "O", "O", "Si", "I", "C", "C", "O", "F", "C", "C", "O", "Cl", "H", "H", "H", "H", "H", "H", "H", "H", "H", "H", "H", "H", "H", "O", "C", "O", "C", "C", "C", "H", "H", "H", "H", "H", "H", "O", "C", "O", "C", "C", "C", "H", "H", "H", "H", "H", "H", "O", "C", "O", "C", "C", "C", "H", "H", "H", "H", "H", "H", "O", "C", "O", "C", "C", "C", "H", "H", "H", "H", "H", "H", "O", "C", "O", "C", "C", "C", "H", "H", "H", "H", "H", "H", "O", "C", "O", "C", "C", "C", "H", "H", "H", "H", "H", "H", "O", "C", "O", "C", "C", "C", "H", "H", "H", "H", "H", "H"], "xyz": [[4.306, 1.649, 1.508], [3.118, 0.848, 2.289], [2.387, -0.872, 1.138], [3.899, -1.457, 0.028], [3.700, -0.627, -1.410], [4.944, -0.598, -2.223], [2.045, -2.325, 2.358], [3.370, -2.945, 2.675], [3.606, -2.643, 3.984], [4.689, -2.094, 4.114], [1.078, -0.525, 0.020], [-0.158, 0.504, 0.726], [0.511, 2.870, 0.158], [-0.476, 0.238, 2.605], [-1.106, -1.225, 3.005], [-1.970, -1.939, 2.274], [-0.714, -1.805, 4.342], [-1.779, 0.193, -0.338], [-2.496, 1.644, -0.759], [-2.347, 2.030, -2.034], [-3.460, 2.585, 0.543], [4.489, 1.221, 0.574], [2.088, 1.813, 2.574], [3.559, 0.323, 3.589], [4.939, -1.241, 0.536], [3.749, -2.608, -0.249], [2.859, -1.086, -2.083], [3.386, 0.509, -1.221], [1.372, -3.189, 1.926], [1.654, -1.874, 3.370], [0.442, 0.429, 3.304], [-1.298, 1.044, 2.921], [-2.606, -0.392, 0.263], [-1.470, -0.350, -1.347], [-7.571, 2.798, 1.004], [-7.341, 3.265, -0.099], [-6.321, 4.130, -0.371], [-6.416, 4.555, -1.730], [-7.224, 3.490, -2.424], [-8.153, 3.018, -1.334], [-6.909, 5.533, -1.756], [-5.414, 4.651, -2.158], [-7.743, 3.855, -3.314], [-6.567, 2.666, -2.729], [-9.066, 3.619, -1.289], [-8.393, 1.957, -1.443], [-13.407, 0.645, 0.551], [-12.268, 0.782, 0.968], [-11.153, 0.764, 0.181], [-9.994, 0.843, 1.009], [-10.469, 1.456, 2.301], [-11.884, 0.947, 2.407], [-9.596, -0.167, 1.150], [-9.233, 1.459, 0.521], [-9.843, 1.193, 3.158], [-10.478, 2.549, 2.211], [-11.930, -0.027, 2.903], [-12.533, 1.668, 2.909], [4.050, 2.618, 3.968], [4.278, 3.785, 3.695], [3.645, 4.483, 2.707], [4.235, 5.777, 2.595], [4.898, 6.028, 3.924], [5.316, 4.644, 4.352], [4.954, 5.762, 1.768], [3.461, 6.518, 2.378], [5.728, 6.737, 3.864], [4.164, 6.426, 4.635], [6.301, 4.377, 3.960], [5.288, 4.534, 5.438], [-4.018, -3.155, -1.342], [-3.788, -2.688, -2.445], [-2.767, -1.823, -2.717], [-2.863, -1.398, -4.076], [-3.671, -2.463, -4.770], [-4.600, -2.935, -3.680], [-3.355, -0.420, -4.102], [-1.861, -1.302, -4.504], [-4.190, -2.098, -5.660], [-3.014, -3.287, -5.075], [-5.512, -2.334, -3.635], [-4.839, -3.996, -3.789], [-1.248, -3.553, -7.193], [-0.109, -3.416, -6.776], [1.006, -3.433, -7.563], [2.165, -3.355, -6.735], [1.690, -2.742, -5.444], [0.275, -3.251, -5.337], [2.563, -4.365, -6.594], [2.926, -2.739, -7.223], [2.316, -3.005, -4.586], [1.681, -1.648, -5.533], [0.229, -4.225, -4.841], [-0.374, -2.530, -4.835], [4.950, -6.930, -3.920], [5.178, -5.763, -4.193], [4.545, -5.065, -5.180], [5.135, -3.772, -5.293], [5.798, -3.520, -3.964], [6.216, -4.904, -3.536], [5.854, -3.786, -6.119], [4.361, -3.030, -5.509], [6.628, -2.811, -4.024], [5.064, -3.122, -3.252], [7.201, -5.171, -3.928], [6.188, -5.014, -2.449], [7.482, 3.223, 8.501], [7.083, 2.331, 7.772], [6.288, 2.527, 6.679], [5.927, 1.261, 6.129], [6.980, 0.300, 6.616], [7.348, 0.868, 7.964], [4.926, 0.997, 6.488], [5.906, 1.325, 5.037], [6.633, -0.735, 6.657], [7.852, 0.338, 5.952], [6.697, 0.488, 8.756], [8.398, 0.686, 8.203]], "mulliken_charge": [-0.6373, 1.0760, -0.0164, -0.5462, -0.0290, -0.3879, -0.4251, -0.1014, 0.0881, -0.2417, -0.2878, 0.2518, -0.1450, -0.2827, 0.3682, -0.4341, -0.2916, 0.2007, 0.2135, -0.5176, -0.1602, 0.1777, -0.1322, -0.1751, 0.3327, 0.3604, 0.1213, 0.2421, 0.3174, 0.4058, 0.1875, 0.4780, 0.4915, -0.2694, -0.6182, 0.5844, -0.3677, -0.4096, -0.5639, -0.3516, 0.2456, 0.3308, 0.3629, 0.1955, 0.2781, 0.3189, -0.5971, 0.4774, -0.3322, 0.5533, -0.5503, -0.3368, 0.2068, -0.5811, 0.3635, 0.2675, 0.2483, 0.2746, -0.4947, 0.2614, -0.2905, -0.4565, -0.6471, -0.2633, 0.2755, 0.3322, 0.3541, 0.2769, 0.2506, 0.2295, -0.6240, 0.3998, -0.1903, -0.5559, -0.3258, -0.4195, 0.2909, 0.3719, 0.3981, 0.1130, 0.2607, 0.3093, -0.5866, 0.5159, -0.3646, -0.4289, -0.2119, 0.1009, 0.2261, 0.3627, 0.2713, 0.1668, 0.3339, -0.3755, -0.6121, 0.4248, -0.2816, -0.3446, 0.0074, -0.4391, 0.2616, 0.1763, 0.4208, -0.2309, 0.2527, 0.3032, -0.6163, 0.3971, -0.2248, -0.0253, -0.5177, -0.4264, 0.1306, 0.0744, 0.3014, 0.3286, 0.2550, 0.2878], "e_lumo_ev": -0.897, "e_tot_ha": -4783.59156, "orbital_gap_ev": 7.84}



Entry 3:
{"formula": "C35H56BBrClN2O16S", "method": "ωB97M-V with the def2-TZVPD basis set", "symbols": ["C", "O", "C", "C", "C", "C", "C", "C", "C", "C", "C", "C", "B", "O", "O", "C", "C", "C", "O", "Cl", "C", "C", "C", "C", "N", "C", "C", "C", "C", "C", "S", "O", "O", "O", "N", "Br", "H", "H", "H", "H", "H", "H", "H", "H", "H", "H", "H", "H", "H", "H", "H", "H", "H", "H", "H", "H", "H", "H", "H", "H", "H", "H", "H", "H", "H", "H", "H", "H", "H", "H", "H", "H", "H", "H", "C", "C", "C", "O", "C", "O", "O", "H", "H", "H", "H", "H", "H", "C", "C", "C", "O", "C", "O", "O", "H", "H", "H", "H", "H", "H", "C", "C", "C", "O", "C", "O", "O", "H", "H", "H", "H", "H", "H"], "xyz": [[-1.610, 5.520, 2.112], [-1.043, 5.130, 0.833], [0.324, 5.585, 0.676], [1.416, 4.486, 1.147], [2.363, 4.032, -0.072], [2.619, 2.449, 0.000], [3.211, 2.004, -1.451], [3.843, 0.540, -1.243], [3.942, -0.347, -2.570], [2.574, -1.065, -3.040], [1.334, -0.898, -2.044], [0.105, 0.021, -2.391], [-0.030, 0.874, -3.770], [-1.113, 0.517, -4.693], [0.829, 1.944, -4.188], [-1.114, 0.161, -1.385], [-2.359, 1.128, -1.755], [-1.969, 2.678, -1.498], [-0.768, 3.029, -1.367], [-3.229, 3.997, -1.375], [-1.047, -0.670, -0.060], [-2.277, -0.555, 0.976], [-2.522, 0.907, 1.588], [-4.075, 1.305, 1.877], [-1.605, 1.787, 1.912], [0.223, -1.576, 0.185], [0.219, -2.378, 1.583], [0.489, -1.312, 2.773], [0.164, -1.946, 4.246], [-1.312, -1.566, 4.766], [-2.184, -2.988, 5.609], [-1.421, -4.279, 5.534], [-2.433, -2.642, 7.072], [-3.714, -3.269, 4.946], [1.325, -1.658, -0.783], [2.797, -2.795, -0.428], [-2.377, 6.349, 1.901], [-2.223, 4.610, 2.482], [-0.822, 5.822, 2.884], [0.427, 6.589, 1.214], [0.480, 5.799, -0.451], [2.072, 5.007, 1.939], [0.918, 3.576, 1.635], [3.376, 4.590, -0.026], [1.827, 4.236, -1.078], [1.658, 1.827, 0.136], [3.373, 2.165, 0.833], [2.331, 2.038, -2.177], [4.027, 2.777, -1.712], [3.302, 0.052, -0.364], [4.933, 0.710, -0.883], [4.718, -1.180, -2.351], [4.433, 0.293, -3.401], [2.358, -0.675, -4.108], [2.833, -2.178, -3.195], [-0.879, -0.353, -5.092], [1.203, 1.734, -5.072], [-3.276, 0.920, -1.077], [-2.745, 0.946, -2.829], [-3.230, -0.826, 0.379], [-2.240, -1.287, 1.850], [-4.078, 1.664, 2.978], [-4.459, 2.090, 1.146], [-4.701, 0.334, 1.881], [-0.686, 1.359, 1.695], [0.918, -3.277, 1.604], [-0.852, -2.810, 1.675], [-0.203, -0.390, 2.695], [1.560, -0.902, 2.769], [0.335, -3.078, 4.125], [0.908, -1.463, 4.971], [-2.012, -1.163, 3.954], [-1.234, -0.723, 5.554], [-4.196, -2.406, 5.068], [-3.170, -3.808, -3.570], [-3.774, -3.379, -2.251], [-5.193, -3.825, -2.054], [-5.693, -2.843, -1.151], [-4.970, -1.711, -1.372], [-5.240, -0.634, -0.916], [-3.902, -1.960, -2.181], [-2.220, -3.294, -3.739], [-2.996, -4.886, -3.589], [-3.822, -3.545, -4.408], [-3.131, -3.698, -1.422], [-5.262, -4.823, -1.619], [-5.794, -3.790, -2.969], [1.354, 4.286, 6.926], [0.606, 3.640, 5.781], [0.053, 2.283, 6.101], [-0.011, 1.675, 4.814], [0.961, 2.265, 4.060], [1.313, 1.872, 2.977], [1.481, 3.350, 4.693], [1.895, 5.169, 6.579], [0.669, 4.583, 7.724], [2.102, 3.605, 7.344], [-0.173, 4.317, 5.412], [-0.938, 2.331, 6.557], [0.711, 1.681, 6.735], [4.283, -4.150, -7.549], [3.949, -4.371, -6.090], [3.322, -5.703, -5.802], [2.575, -5.431, -4.620], [2.258, -4.108, -4.658], [1.479, -3.574, -3.914], [2.934, -3.469, -5.651], [4.549, -3.105, -7.726], [5.117, -4.784, -7.860], [3.423, -4.367, -8.189], [4.838, -4.201, -5.472], [4.062, -6.484, -5.622], [2.628, -6.037, -6.579]], "mulliken_charge": [-0.5682, -0.1570, -1.0324, 1.0152, -1.0065, 0.0867, -0.2102, -0.4797, -0.8922, -0.5301, 0.4420, 0.6360, 0.5683, -0.6443, -0.6194, 0.6617, -0.9194, 0.3518, -0.3842, -0.1416, 0.7481, -0.0434, 0.6182, -1.3621, 0.5554, -0.1742, -1.2004, 1.1679, -1.0079, 0.2468, 1.1984, -0.6341, -0.6431, -0.4862, 0.1123, 0.0942, 0.2572, 0.0514, 0.2941, 0.3954, 0.3587, 0.5091, -0.8180, 0.2417, 0.2640, -0.2337, 0.3578, -0.1272, 0.5232, 0.0021, 0.4000, 0.3566, 0.2868, 0.3537, -0.1948, 0.3161, 0.2902, -0.0313, 0.5808, -0.7175, 0.0294, 0.3961, 0.2357, 0.3060, -0.6625, 0.6149, 0.2443, -0.7461, 0.3071, 0.4906, 0.2627, -0.2055, 0.2232, 0.3683, -1.4721, 0.7307, -0.6409, -0.3339, 0.5983, -0.5286, -0.1952, 0.2851, 0.4174, 0.3667, 0.1490, 0.3415, 0.3335, -1.5474, 0.4446, -0.6143, 0.0589, 0.4011, -0.4172, -0.3955, 0.3774, 0.3938, 0.3523, 0.2309, 0.3676, 0.3470, -1.4852, 0.5486, -0.5677, -0.3002, 0.6009, -0.5253, -0.2822, 0.3753, 0.3940, 0.3515, 0.2581, 0.3118, 0.3230], "e_lumo_ev": -3.814, "e_tot_ha": -6137.41042, "orbital_gap_ev": 6.82, "charge": 1}